Here is 2 unconnected molecules or ions with the total composition C5H11NO at a distorted geometry from the OMol25 dataset. Energies are from ωB97M-V with the def2-TZVPD basis set.

Each line ends with the natural charge from an NBO analysis.
Element x y z (Å)
C -2.3882 0.7878 1.2526  -0.37
C -1.1102 0.9444 0.8893  -0.21
C -0.4964 1.0538 -0.4322  0.13
C -1.2255 1.4833 -1.4794  -0.50
N 0.8342 0.6656 -0.5457  -0.59
C 1.6630 1.3243 -1.5356  -0.42
H -3.2733 0.8548 0.6415  0.20
H -2.5346 0.9976 2.3086  0.20
H -0.4189 0.7720 1.7222  0.19
H -0.8440 1.6478 -2.4747  0.20
H -2.2055 1.8889 -1.2655  0.20
H 1.2515 0.5196 0.3591  0.38
H 1.7066 0.8584 -2.5217  0.19
H 2.6585 1.5343 -1.1488  0.21
H 1.2037 2.3126 -1.7271  0.19
O 1.9760 -5.8811 1.7014  -0.93
H 2.1551 -5.7559 2.6234  0.47
H 1.0480 -6.0084 1.6326  0.47

Cartesian forces (eV/Å) of the 3 atoms listed first:
C 0.486 1.570 0.431
C 0.018 -1.328 0.618
C -0.402 -0.249 -1.194

Computed properties:
Relative energy (zero: lowest compared OMol25 entry of this formula, charge and spin): 58.6 kcal per mole
Electronic energy: -327.0379 Ha
Multiplicity: 1
LUMO: 0.950 eV
Total charge: 0
SMILES: C=CC(=C)NC.O
Frontier orbital gap: 0.329 Eh
Molar mass: 101.1 g mol⁻¹

=====

Here is a single C5H11NO molecule at a distorted geometry from the OMol25 dataset. Energies are from ωB97M-V with the def2-TZVPD basis set.

Each line ends with the natural charge from an NBO analysis.
Element x y z (Å)
C 2.2464 0.8078 -0.0353  -0.61
C 1.3048 -0.3785 -0.3072  -0.41
C -0.1809 0.0193 -0.4514  -0.04
C -1.2256 -1.0384 -0.8218  -0.69
N -0.7026 0.4965 0.8471  -0.62
C -2.0311 0.4120 1.1435  0.54
O -2.9823 0.5883 0.3898  -0.61
H 2.1907 1.5493 -0.8402  0.21
H 2.0110 1.3293 0.9009  0.20
H 3.2921 0.4838 0.0370  0.22
H 1.6170 -0.8669 -1.2393  0.22
H 1.4258 -1.1336 0.4842  0.20
H -0.2295 0.8191 -1.1985  0.19
H -2.2683 -0.4099 -0.7094  0.29
H -1.1633 -1.3895 -1.8472  0.21
H -0.9960 -1.9293 -0.1854  0.20
H -0.0800 0.4656 1.6433  0.39
H -2.2283 0.1751 2.1898  0.12

Cartesian forces (eV/Å) of the 3 atoms listed first:
C -0.079 0.029 0.009
C -0.204 -0.069 -0.035
C -0.235 0.123 -0.200

Computed properties:
Relative energy (zero: lowest compared OMol25 entry of this formula, charge and spin): 34.4 kcal per mole
Electronic energy: -327.0766 Ha
Multiplicity: 1
LUMO: 0.900 eV
Total charge: 0
SMILES: CC[C@@H](C)NC=O
Frontier orbital gap: 0.381 Eh
Molar mass: 101.1 g mol⁻¹